No. 1
This record from OMol25 describes a molecular structure, C20H26Cl8F2O3 at a distorted geometry. The level of theory is wB97M-V/def2-TZVPD.

Last column: Löwdin charge in e.
Geometry (Å):
1 C -3.35616 -2.11897 2.39095  -0.83
2 Cl -4.88756 -1.61029 1.73826  0.65
3 Cl -1.97752 -1.21858 1.67485  0.81
4 H -3.31680 -1.70095 3.39683  0.02
5 H -3.08893 -3.16727 2.25769  0.06
6 C 3.92181 -2.19686 -1.36639  -0.96
7 Cl 5.68384 -2.63410 -1.55033  0.50
8 Cl 3.12171 -3.16586 -0.18493  0.76
9 H 3.82911 -1.12092 -1.21843  0.03
10 H 3.43327 -2.48414 -2.29744  0.05
11 C -2.07955 1.50597 1.88078  -0.84
12 Cl -2.33232 2.20826 0.25094  0.77
13 Cl -3.70816 1.28950 2.59297  0.56
14 H -1.54396 0.55841 1.82280  -0.09
15 H -1.52530 2.17391 2.54014  0.05
16 C -1.74222 3.91772 -1.91518  -0.91
17 Cl -2.36392 2.54194 -2.90534  0.72
18 Cl -3.11421 4.80167 -1.16064  0.49
19 H -1.07309 3.52836 -1.14787  -0.04
20 H -1.16833 4.56328 -2.58003  0.04
21 C 4.02939 2.64506 1.77711  -0.06
22 C 3.46303 1.95850 0.59946  -0.25
23 O 2.47115 1.01765 1.01845  -0.06
24 C 2.95546 -0.21269 1.43129  -0.52
25 O 4.14280 -0.58863 1.41817  0.09
26 O 1.89168 -0.92915 1.83075  -0.02
27 C 2.02851 -2.32014 2.29566  -0.07
28 H 4.83249 3.27163 1.38908  0.09
29 H 4.61194 1.88319 2.29507  0.08
30 H 3.34843 3.14066 2.46904  0.09
31 H 4.31374 1.44390 0.15271  0.13
32 H 3.11734 2.67129 -0.14921  0.13
33 H 2.05941 -2.37067 3.38405  0.10
34 H 2.78071 -2.91775 1.78072  -0.02
35 H 1.12094 -2.84528 1.99791  0.08
36 F -2.04056 -3.35415 -1.94194  0.08
37 C -2.41410 -2.06208 -1.83504  -0.32
38 C -2.06821 -1.25611 -2.88886  0.04
39 C -2.56730 0.10877 -2.78687  -0.15
40 C -3.29425 0.51855 -1.66785  -0.24
41 C -3.56507 -0.36053 -0.59903  -0.19
42 C -3.17192 -1.63960 -0.72903  -0.17
43 H -1.46664 -1.60059 -3.71703  0.12
44 H -2.35730 0.81345 -3.57790  -0.01
45 H -3.48217 1.58076 -1.61496  -0.02
46 H -4.07245 -0.07628 0.31101  0.01
47 H -3.46447 -2.37749 0.00331  0.07
48 F 0.03831 2.51472 -0.60966  -0.02
49 C 0.15364 1.19910 -0.62731  -0.25
50 C -0.88950 0.32996 -0.44661  -0.20
51 C -0.79017 -1.02774 -0.40768  -0.25
52 C 0.52937 -1.53154 -0.59114  -0.06
53 C 1.59295 -0.68350 -0.79339  -0.13
54 C 1.44939 0.68368 -0.75514  -0.02
55 H -1.90227 0.67781 -0.30627  -0.08
56 H -1.59481 -1.71051 -0.17797  -0.01
57 H 0.72307 -2.58167 -0.42956  0.07
58 H 2.56661 -1.13349 -0.91939  -0.01
59 H 2.20912 1.44987 -0.80157  0.09

Forces on the atoms, in the same order (eV/Å):
0.9 1.2 1.1
-1.0 -1.0 0.5
-0.9 -2.9 3.1
-0.3 -1.0 0.2
-0.6 0.1 0.2
2.0 -1.0 -1.8
-0.9 0.3 0.2
0.8 -1.1 -0.5
1.3 -0.6 0.2
0.3 0.4 -0.1
-0.2 1.6 0.1
-2.5 4.2 4.4
0.6 0.0 0.3
-0.3 1.5 -0.1
-0.2 0.3 -0.4
-0.4 0.7 -0.7
2.1 5.3 -0.5
0.5 0.2 -0.5
-1.1 0.6 -0.7
-0.4 0.2 0.1
1.5 -0.1 0.6
1.1 -0.1 0.5
1.9 -1.1 3.0
1.7 -0.6 0.5
-3.2 1.2 -0.2
0.8 -0.2 0.5
-0.5 0.0 0.1
-0.2 0.7 0.2
-0.3 0.0 0.6
0.0 0.1 -0.3
-0.2 -0.3 -0.3
-0.7 -0.2 0.2
0.4 0.4 -0.1
0.3 1.0 1.2
-0.4 0.6 0.0
0.1 -0.2 0.8
-1.6 -0.1 -2.5
-1.6 2.0 0.7
-0.4 -3.2 0.4
-0.6 -1.3 -0.9
-1.0 0.7 -1.7
-1.6 -2.1 -1.9
0.0 -0.1 0.1
0.0 -1.5 -0.3
-1.1 -1.2 0.5
0.0 0.5 -0.5
0.2 -0.2 -0.3
1.4 1.0 0.3
2.1 -3.3 -0.3
-1.1 -0.7 0.0
5.9 -1.2 -0.6
-1.7 0.0 0.3
-0.2 -0.2 -0.8
-2.4 1.1 -2.3
2.0 -1.6 -0.5
2.4 0.9 -0.3
-0.1 -0.1 -0.4
-1.9 1.1 0.5
-0.4 -0.9 -1.5

## Properties
energy	-4884.1773	hartree
E_HOMO	-7.9	eV
2S+1	1
HOMO-LUMO gap	8.2	eV
F_max	6.58	eV Å⁻¹

No. 2
This record from OMol25 describes C11H10ClPS in the gas phase at a distorted geometry. The level of theory is wB97M-V/def2-TZVPD.

Last column: Löwdin charge in e.
Geometry (Å):
1 C -3.09297 -1.79271 1.15935  -0.10
2 C -3.58134 -1.36564 -0.03932  -0.09
3 C -1.69486 -1.54333 1.41263  -0.07
4 C -2.82147 -0.48814 -0.90218  -0.03
5 C -0.93190 -0.69167 0.61535  -0.08
6 C -1.55443 -0.12123 -0.51318  -0.34
7 C 3.37832 2.01946 0.34342  -0.20
8 C 2.29745 1.81733 -0.55437  -0.17
9 C 3.81456 0.93939 1.02943  -0.30
10 C 1.92221 0.46293 -0.63896  -0.77
11 C -0.75567 0.74125 -1.42468  -0.32
12 P 2.68707 -0.46090 0.76032  0.55
13 S 0.82831 -0.30172 -1.83641  0.85
14 Cl 3.81196 -1.94042 0.01424  0.22
15 H -3.68990 -2.36859 1.95235  0.13
16 H -4.62150 -1.60789 -0.33377  0.11
17 H -1.26254 -2.12371 2.25274  0.11
18 H -3.16632 -0.05118 -1.77610  0.08
19 H 0.05895 -0.32973 0.77941  0.03
20 H 3.56691 2.99565 0.60056  0.08
21 H 1.84093 2.59837 -1.23306  0.12
22 H 4.50300 0.96578 1.85354  0.06
23 H -1.14786 0.81338 -2.36621  0.02
24 H -0.38892 1.83332 -1.15508  0.12

Forces on the atoms, in the same order (eV/Å):
1.5 -0.7 1.1
-1.1 1.3 -1.5
-0.3 -0.4 0.6
0.3 -1.6 3.0
-2.1 -0.1 0.0
0.0 0.1 0.2
-0.6 -1.4 1.1
-1.9 -2.8 -2.1
-0.4 -0.2 -0.2
0.6 1.4 -0.6
3.3 0.8 1.4
-0.2 1.8 -0.1
-0.1 1.7 1.0
0.4 -0.7 -0.5
0.9 0.8 -1.6
0.7 0.2 0.2
-0.1 0.9 -0.4
-1.1 0.4 -1.5
0.4 -0.6 0.7
1.2 2.2 0.5
0.7 -0.9 1.0
0.2 0.1 0.1
-1.5 0.3 -2.3
-0.8 -2.5 0.0

## Properties
energy	-1624.8287	hartree
E_HOMO	-8.2	eV
2S+1	1
HOMO-LUMO gap	7.7	eV
F_max	3.97	eV Å⁻¹
energy relative to the best compared isomer or geometry (same formula, charge and spin)	0.864	eV
SMILES	Clp1cccc1SCc1ccccc1

No. 3
This record from OMol25 describes a molecular structure, C18H23IrN4O3PS2Se. The level of theory is wB97M-V/def2-TZVPD.

Last column: Löwdin charge in e.
Geometry (Å):
1 Ir -0.22901 0.17710 -0.82364  0.48
2 S -0.28335 -1.03398 1.02226  0.74
3 C 1.44099 -0.73003 1.19167  -0.96
4 S 1.81788 0.57182 0.07324  0.63
5 C 2.26630 -1.45857 1.98362  -0.30
6 C 3.65690 -1.14803 2.03126  -0.17
7 N 4.77924 -0.90349 2.02856  0.24
8 C 1.72701 -2.55349 2.72417  -0.19
9 N 1.26856 -3.46560 3.25136  0.23
10 C -0.82239 -5.87205 -1.15317  -0.07
11 C -1.98778 -5.02584 -1.58155  -0.20
12 O -1.52008 -3.74374 -2.17288  -0.26
13 P -0.90912 -2.56462 -1.34663  0.75
14 O -2.01443 -1.34346 -1.35929  -0.45
15 C -3.03238 -1.20002 -2.43516  -0.21
16 C -4.04554 -0.19059 -1.97687  -0.05
17 O 0.14455 -1.83713 -2.32892  -0.38
18 C 1.13687 -2.49589 -3.21646  -0.20
19 C 1.74788 -1.43169 -4.08280  -0.05
20 H -1.20322 -6.79341 -0.71152  0.10
21 H -0.21624 -5.37562 -0.39353  0.07
22 H -0.19448 -6.13782 -2.00202  0.09
23 H -2.66815 -4.78268 -0.76695  0.12
24 H -2.55518 -5.46988 -2.39415  0.13
25 H -3.46378 -2.18627 -2.58942  0.12
26 H -2.50179 -0.89598 -3.33731  0.13
27 H -4.54902 -0.52178 -1.07059  0.10
28 H -4.79637 -0.06334 -2.75694  0.10
29 H -3.58864 0.78375 -1.79690  0.05
30 H 0.58718 -3.24470 -3.78253  0.12
31 H 1.86806 -2.98113 -2.57122  0.13
32 H 0.98209 -0.88522 -4.63170  0.09
33 H 2.40531 -1.90822 -4.81013  0.10
34 H 2.34566 -0.73567 -3.49535  0.08
35 C -1.35480 2.42995 2.72328  0.02
36 N -0.34033 3.18550 1.99586  -0.04
37 C -0.13791 3.21742 0.68006  -0.64
38 Se -1.17008 2.30830 -0.64113  0.80
39 N 0.86814 4.05466 0.41172  0.15
40 C 1.36084 4.58599 1.59584  -0.15
41 C 2.39131 5.48226 1.85995  0.02
42 C 2.59981 5.78625 3.18777  -0.03
43 C 1.81648 5.22642 4.21317  -0.03
44 C 0.79628 4.33772 3.95007  0.02
45 C 0.58911 4.02653 2.60910  -0.14
46 H -1.76573 1.66130 2.07573  0.05
47 H -2.14888 3.10041 3.04662  0.12
48 H -0.88686 1.96632 3.58875  0.11
49 H 1.19940 4.25449 -0.52018  0.18
50 H 2.99178 5.91848 1.07465  0.13
51 H 3.38692 6.47840 3.45172  0.12
52 H 2.01995 5.50691 5.23696  0.12
53 H 0.19100 3.91996 4.74152  0.12

Forces on the atoms, in the same order (eV/Å):
-0.2 -0.3 -0.7
0.4 0.0 0.1
-0.3 0.3 -0.2
0.1 -0.1 0.1
-0.1 0.1 0.0
0.0 -0.2 0.0
0.0 0.1 0.0
0.2 -0.1 0.0
-0.1 0.0 0.1
0.0 -0.1 0.0
0.0 0.1 -0.1
0.0 0.1 -0.2
-0.2 -0.3 0.4
0.1 0.2 -0.2
0.1 0.0 0.0
0.0 0.0 0.0
0.1 0.2 0.2
0.0 0.0 0.2
0.0 0.0 0.0
0.0 0.0 0.0
0.0 0.0 0.0
0.0 0.0 0.0
0.0 0.0 0.0
0.0 0.0 0.0
0.0 0.0 0.0
0.0 0.0 0.0
0.0 0.0 0.0
0.0 0.0 0.0
0.0 0.0 0.0
0.0 0.0 0.0
0.0 0.0 0.0
0.0 0.0 0.0
0.0 0.0 0.0
0.0 0.0 0.0
0.0 0.0 0.0
0.1 0.0 0.0
0.1 0.1 -0.1
-0.1 -0.2 0.5
0.0 0.0 -0.1
0.0 0.0 0.0
0.0 0.0 0.0
0.0 0.0 0.0
0.0 0.0 0.0
0.0 0.0 0.0
0.0 0.0 0.0
0.0 0.0 0.0
0.0 0.0 0.0
0.0 0.0 0.0
0.0 0.0 0.0
0.0 0.0 0.0
0.0 0.0 0.0
0.0 0.0 0.0
0.0 0.0 0.0

## Properties
net charge	+2
energy	-4787.3676	hartree
E_HOMO (alpha / beta)	-14.7 / -14.6	eV
2S+1	2
HOMO-LUMO gap (alpha / beta)	6.4 / 5.3	eV
F_max	0.81	eV Å⁻¹
energy relative to the best compared isomer or geometry (same formula, charge and spin)	0.680	eV

No. 4
This record from OMol25 describes 6 unconnected molecules or ions with the total composition C34H65BF17IO7Si. The level of theory is wB97M-V/def2-TZVPD.

Last column: Löwdin charge in e.
Geometry (Å):
1 O 4.14052 5.77004 3.90242  0.14
2 B 3.30508 4.68809 4.16952  -0.74
3 O 2.31508 4.80380 5.14117  0.13
4 C 3.50020 3.32105 3.43847  -0.14
5 Si 2.17184 3.23028 2.11609  0.68
6 C 1.95281 1.53387 1.33222  -0.27
7 C 2.31351 0.37717 2.28338  -0.37
8 C 1.43769 -0.83538 1.98714  -0.67
9 I 2.22404 -2.62463 2.83507  0.77
10 C 2.61100 4.56786 0.84692  -0.23
11 C 1.96456 4.45758 -0.55039  -0.12
12 C 0.76773 5.35300 -0.81792  -0.41
13 F 0.50992 5.35828 -2.16584  0.11
14 F 1.02170 6.64854 -0.45808  0.11
15 C -0.59335 4.91928 -0.14582  -0.30
16 F -1.62417 5.07602 -1.02031  0.14
17 F -0.49817 3.59984 0.17900  0.12
18 C -1.00469 5.71686 1.12363  -0.33
19 F 0.06204 5.74546 1.96224  0.12
20 F -1.32871 6.97457 0.76315  0.16
21 C -2.17652 5.15215 2.00967  -0.32
22 F -1.90620 3.88087 2.36023  0.15
23 F -2.13997 5.92852 3.12285  0.15
24 C -3.66616 5.27597 1.51264  -0.29
25 F -4.41751 5.09108 2.63639  0.14
26 F -3.82987 6.54881 1.10297  0.16
27 C -4.26656 4.31383 0.39881  -0.32
28 F -3.42844 3.30794 0.06453  0.15
29 F -4.49162 5.07026 -0.69840  0.15
30 C -5.66039 3.69496 0.77327  -0.32
31 F -6.45699 4.69763 1.19837  0.16
32 F -6.15858 3.20091 -0.37918  0.16
33 C -5.67694 2.50819 1.82378  -0.53
34 F -6.40349 2.82684 2.88554  0.18
35 F -6.17751 1.41511 1.24594  0.18
36 F -4.44278 2.17938 2.22155  0.16
37 H 3.71710 6.48513 3.41792  0.10
38 H 1.53689 5.28778 4.84886  0.10
39 H 3.39141 2.50340 4.15201  0.08
40 H 4.47116 3.28430 2.93884  0.08
41 H 0.88424 3.59725 2.75217  0.02
42 H 0.88403 1.45114 1.10289  0.07
43 H 2.48040 1.43065 0.38170  0.08
44 H 2.13383 0.67637 3.32047  0.09
45 H 3.36745 0.11540 2.20163  0.09
46 H 0.45618 -0.71663 2.44170  0.03
47 H 1.33217 -1.01081 0.91904  0.04
48 H 2.40603 5.55002 1.26992  0.07
49 H 3.69601 4.52622 0.71819  0.09
50 H 2.68564 4.77336 -1.30974  0.13
51 H 1.69144 3.43114 -0.79217  0.11
52 C -1.19870 -4.49611 0.09314  -0.08
53 C -0.45263 -3.30982 -0.49322  -0.29
54 O 0.93458 -3.52617 -0.65947  -0.20
55 C 1.29670 -4.58498 -1.52926  -0.27
56 C 0.82151 -4.40819 -2.96038  -0.07
57 H -0.73161 -4.81239 1.02667  0.08
58 H -2.23398 -4.21996 0.29654  0.08
59 H -1.21259 -5.34854 -0.58719  0.07
60 H -0.52136 -2.46246 0.19146  0.10
61 H -0.91357 -2.99626 -1.43759  0.11
62 H 0.95111 -5.54504 -1.12882  0.11
63 H 2.38611 -4.60381 -1.50118  0.12
64 H -0.26660 -4.44896 -3.03868  0.07
65 H 1.23126 -5.19562 -3.59293  0.06
66 H 1.15272 -3.44670 -3.35617  0.08
67 C -2.78362 -0.18684 3.88772  -0.08
68 C -1.71184 -0.76226 4.79672  -0.28
69 O -0.67565 0.14691 5.10983  -0.17
70 C -1.06864 1.33418 5.77083  -0.28
71 C -1.74916 1.10467 7.10930  -0.07
72 H -2.33078 0.24661 2.99305  0.08
73 H -3.47610 -0.97296 3.58314  0.08
74 H -3.36708 0.59323 4.37922  0.06
75 H -1.20731 -1.59056 4.29821  0.11
76 H -2.16519 -1.17132 5.70706  0.11
77 H -1.70681 1.94615 5.11984  0.10
78 H -0.13945 1.88446 5.91850  0.12
79 H -2.71734 0.61317 7.00044  0.07
80 H -1.91928 2.06044 7.60602  0.08
81 H -1.12359 0.48470 7.75227  0.08
82 C 2.36599 -3.60650 -7.41456  -0.08
83 C 3.23876 -4.45456 -6.50539  -0.28
84 O 2.55170 -5.52136 -5.87715  -0.18
85 C 1.97600 -6.48280 -6.74398  -0.28
86 C 2.98471 -7.19306 -7.62905  -0.08
87 H 1.48982 -3.24652 -6.87355  0.08
88 H 2.93164 -2.74621 -7.77323  0.08
89 H 2.02166 -4.16112 -8.28834  0.07
90 H 3.61506 -3.84623 -5.68247  0.12
91 H 4.11235 -4.82626 -7.05368  0.10
92 H 1.18608 -6.02970 -7.35416  0.11
93 H 1.49224 -7.20033 -6.08070  0.12
94 H 3.44442 -6.51593 -8.35043  0.07
95 H 2.49745 -7.99076 -8.19023  0.08
96 H 3.78153 -7.62717 -7.02285  0.07
97 C -6.32140 3.35823 6.39667  -0.08
98 C -7.75663 2.86094 6.37317  -0.28
99 O -8.57404 3.40292 7.39344  -0.16
100 C -8.72588 4.81061 7.37546  -0.28
101 C -9.35791 5.35089 6.10366  -0.08
102 H -5.87464 3.19611 7.37850  0.08
103 H -5.73289 2.82067 5.65200  0.06
104 H -6.25081 4.42210 6.16504  0.07
105 H -7.77734 1.78429 6.54258  0.12
106 H -8.20201 3.03625 5.38684  0.10
107 H -7.76555 5.30518 7.56251  0.11
108 H -9.36757 5.02996 8.22871  0.12
109 H -8.71457 5.21258 5.23341  0.06
110 H -9.54376 6.42014 6.20871  0.08
111 H -10.30678 4.85030 5.90751  0.08
112 C 9.33252 -6.96494 -9.90426  -0.08
113 C 8.00635 -6.27211 -9.64086  -0.28
114 O 6.90864 -7.15591 -9.50499  -0.16
115 C 6.99466 -8.08655 -8.44116  -0.28
116 C 7.08466 -7.44586 -7.06655  -0.08
117 H 9.25185 -7.62628 -10.76765  0.08
118 H 10.10436 -6.22181 -10.10614  0.08
119 H 9.66297 -7.55908 -9.05129  0.07
120 H 7.74685 -5.63788 -10.48853  0.12
121 H 8.08629 -5.61730 -8.76538  0.11
122 H 7.82975 -8.77872 -8.59866  0.11
123 H 6.07898 -8.67456 -8.50998  0.11
124 H 8.01832 -6.89917 -6.92764  0.07
125 H 7.03207 -8.21106 -6.29166  0.08
126 H 6.25994 -6.74576 -6.92313  0.07

Forces on the atoms, in the same order (eV/Å):
-0.3 -0.3 -0.7
0.2 0.1 0.4
-0.2 -0.1 -0.5
0.2 0.3 0.1
0.0 0.0 0.1
-0.1 0.0 0.2
-0.3 0.0 0.0
0.1 0.1 0.1
0.0 -0.1 0.1
-0.2 -0.2 -0.2
0.2 0.3 0.0
-0.4 0.1 -0.2
0.3 0.0 0.5
0.0 -0.4 -0.2
-0.4 -0.1 0.0
0.4 -0.2 0.4
-0.1 0.4 -0.2
0.0 0.0 0.0
-0.2 0.2 -0.2
0.3 -0.3 0.2
0.0 -0.1 -0.1
-0.2 0.3 0.0
0.0 -0.3 -0.2
-0.1 0.1 0.1
0.3 -0.1 -0.3
-0.2 -0.4 0.2
0.1 0.2 -0.1
-0.1 0.4 0.2
0.2 -0.4 0.3
0.0 0.1 -0.1
0.0 -0.4 -0.3
0.1 0.2 0.2
0.3 -0.3 -0.3
0.0 0.0 -0.1
-0.3 0.2 0.2
0.0 0.4 0.2
0.1 0.3 0.4
0.0 0.1 0.3
-0.1 -0.1 -0.1
0.0 -0.2 0.1
0.0 -0.2 0.1
0.0 0.1 -0.1
0.1 0.0 0.0
0.1 -0.1 0.0
0.0 0.1 0.0
0.0 0.0 -0.1
0.1 -0.1 0.0
0.1 0.1 0.0
0.0 0.0 0.0
-0.1 0.0 0.0
-0.1 0.0 -0.1
0.1 -0.1 0.0
-0.1 0.0 0.0
0.0 0.1 0.0
0.1 -0.1 0.0
-0.1 0.0 0.0
0.0 0.0 0.0
0.0 0.0 0.0
0.0 0.0 0.0
0.0 0.0 0.0
0.0 0.0 0.0
0.0 0.0 0.0
0.0 0.0 0.0
0.0 0.0 0.0
0.0 0.0 0.0
0.0 0.0 0.0
0.0 0.1 0.0
-0.1 -0.1 -0.1
0.1 0.0 -0.1
0.0 0.2 0.0
0.0 -0.1 0.0
0.0 0.0 0.0
0.0 0.0 0.0
0.0 0.0 0.0
0.0 0.0 0.0
0.0 0.0 0.0
0.0 0.0 0.0
0.0 0.0 0.0
0.0 0.0 0.0
0.0 0.0 0.0
0.0 0.0 0.0
-0.1 -0.1 0.0
0.1 0.1 0.0
0.0 0.0 0.1
0.0 -0.1 0.0
0.1 0.1 0.0
0.0 0.0 0.0
0.0 0.0 0.0
0.0 0.0 0.0
0.0 0.0 0.0
0.0 0.0 0.0
0.0 0.0 0.0
0.0 0.0 0.0
0.0 0.0 0.0
0.0 0.0 0.0
0.0 0.0 0.0
0.0 0.1 0.0
0.0 -0.1 -0.1
0.0 0.0 0.0
0.0 0.1 0.0
0.0 -0.1 0.0
0.0 0.0 0.0
0.0 0.0 0.0
0.0 0.0 0.0
0.0 0.0 0.0
0.0 0.0 0.0
0.0 0.0 0.0
0.0 0.0 0.0
0.0 0.0 0.0
0.0 0.0 0.0
0.0 0.0 0.0
0.0 -0.1 0.0
0.0 0.1 0.0
-0.1 0.0 0.0
0.0 -0.1 0.1
0.0 0.1 0.0
0.0 0.0 0.0
0.0 0.0 0.0
0.0 0.0 0.0
0.0 0.0 0.0
0.0 0.0 0.0
0.0 0.0 0.0
0.0 0.0 0.0
0.0 0.0 0.0
0.0 0.0 0.0
0.0 0.0 0.0

## Properties
energy	-4170.9650	hartree
E_HOMO	-9.0	eV
2S+1	1
HOMO-LUMO gap	9.4	eV
F_max	0.78	eV Å⁻¹
SMILES	OB(O)C[Si@H](CCCI)CCC(F)(F)C(F)(F)C(F)(F)C(F)(F)C(F)(F)C(F)(F)C(F)(F)C(F)(F)F.CCOCC.CCOCC.CCOCC.CCOCC.CCOCC

Which value of energy does entry 3 give? -4787.3676 hartree